DFT (wB97M-V/def2-TZVPD) results for an isolated ion of composition C5H10N3O and charge +1.

Last columns: bonded neighbours and bond lengths (Å).
Element x y z (Å)
1 C 1.6156 1.2141 -1.4275  N6 1.239, O9 1.288, H10 1.083
2 C -1.2941 0.0195 -0.5335  C3 1.600, N7 1.459, H11 1.103, H12 1.033
3 C -0.7916 0.7038 0.8223  C2 1.600, N8 1.504, H13 1.063, H14 1.040
4 C 1.5300 -0.0262 0.4708  C5 1.839, N6 1.441, N8 1.508, H15 1.087
5 C 0.8229 -0.9313 -0.9648  C4 1.839, N7 1.370, O9 1.525, H16 1.072
6 N 1.8215 1.2127 -0.2054  C1 1.239, C4 1.441
7 N -0.5051 -1.1888 -0.7459  C2 1.459, C5 1.370, H17 1.061
8 N 0.3369 -0.1132 1.3892  C3 1.504, C4 1.508, H18 1.042, H19 1.106
9 O 1.2060 0.1305 -1.9897  C1 1.288, C5 1.525
10 H 1.8767 2.0689 -2.0397  C1 1.083
11 H -2.3560 -0.2805 -0.5372  C2 1.103
12 H -1.0738 0.6847 -1.2919  C2 1.033
13 H -0.4747 1.7125 0.7113  C3 1.063
14 H -1.5183 0.7428 1.5657  C3 1.040
15 H 2.4499 -0.5545 0.7097  C4 1.087
16 H 1.4650 -1.7562 -1.2030  C5 1.072
17 H -0.8115 -1.8182 -1.5434  N7 1.061
18 H 0.5602 0.1211 2.3798  N8 1.042
19 H 0.0503 -1.1807 1.3608  N8 1.106

Calculated values
ΔE to the lowest compared entry with this formula, charge and spin (kJ/mol): 225.0
LUMO level (eV): -3.32
HOMO level (eV): -13.7
Charge: +1
Frontier orbital gap (eV): 10.39
Multiplicity: 1

These are the Mulliken partial charges, in e, on atoms 1 to 5:
1 C 0.167
2 C -0.519
3 C -0.742
4 C -0.267
5 C -0.347